Record 1
C6H9N | ωB97M-V/def2-TZVPD

Geometry as XYZ:
```
16
Properties=species:S:1:pos:R:3
H -0.932 1.325 -0.829
C 0.535 0.028 0.081
H -2.811 -0.195 -0.250
C 1.558 1.171 0.086
H -0.074 -1.053 1.858
H 1.038 2.098 0.340
C -1.784 -0.509 -0.050
H -0.563 -0.083 -1.848
C 1.185 -1.244 -0.303
H -1.694 -1.594 -0.154
H 2.327 0.990 0.844
N 1.672 -2.261 -0.569
C -0.702 0.255 -0.816
H -1.649 -0.173 1.050
H 2.049 1.274 -0.887
C -0.158 -0.030 1.449
```

As for the spin multiplicity: 1. The calculation puts the energy above the lowest of the compared OMol25 structures with the same formula, charge and spin at 4.607 eV. Its HOMO energy is -9.14 eV.

Charges per atom according to Mulliken partitioning, unit e:
1 H 0.312
2 C 1.579
3 H 0.408
4 C -1.653
5 H 0.297
6 H 0.439
7 C -0.858
8 H 0.320
9 C -0.107
10 H 0.337
11 H 0.397
12 N -0.522
13 C -0.754
14 H 0.308
15 H 0.370
16 C -0.872

---

Record 2
C11H20BrN4OPt | ωB97M-V/def2-TZVPD

Geometry as XYZ:
```
38
Properties=species:S:1:pos:R:3
H 0.293 -2.763 -0.333
C 1.884 2.899 0.982
H 2.327 3.237 1.908
H 0.873 1.225 1.881
H -2.073 1.925 0.109
N -1.977 -1.958 -0.181
H 1.866 -1.919 -1.926
C 2.126 3.565 -0.206
H -3.918 1.326 1.489
N -2.385 0.960 0.049
C -2.917 -1.982 0.978
Br 1.812 3.924 -3.017
H 5.252 -0.813 -0.858
H 2.536 -2.922 -0.667
H -3.507 -2.898 0.923
H -2.988 0.909 -0.767
H -2.481 0.499 2.089
H 2.764 4.438 -0.240
C -3.847 -0.776 1.023
C 2.106 -1.934 -0.858
C 3.228 -0.936 -0.653
H -1.493 -2.852 -0.227
H 4.612 -2.388 -1.185
O 3.074 0.226 -0.319
H 1.064 -1.991 1.027
C 1.533 3.086 -1.360
N 0.511 1.322 -0.147
H -4.457 -0.743 0.113
C 0.813 -1.845 -0.032
Pt -0.639 -0.388 -0.104
H -2.312 -2.026 1.883
C 0.736 1.960 -1.301
N 4.464 -1.435 -0.908
C -3.170 0.570 1.246
C 1.079 1.779 0.976
H 0.271 1.556 -2.188
H -2.512 -1.900 -1.045
H -4.546 -0.939 1.844
```

As for the spin multiplicity: 1. The calculation puts the energy above the lowest of the compared OMol25 structures with the same formula, charge and spin at 0.392 eV. Its total charge is +1. Its HOMO energy is -12.00 eV.

Charges per atom according to Mulliken partitioning, unit e:
1 H 0.231
2 C -0.788
3 H 0.429
4 H 0.401
5 H 0.330
6 N -0.501
7 H 0.288
8 C -0.033
9 H 0.427
10 N -0.592
11 C -0.658
12 Br -0.144
13 H 0.246
14 H 0.395
15 H 0.441
16 H 0.251
17 H 0.300
18 H 0.461
19 C -0.540
20 C -0.570
21 C 0.491
22 H 0.413
23 H 0.181
24 O -0.519
25 H 0.443
26 C -0.386
27 N -0.001
28 H 0.322
29 C -1.096
30 Pt 0.380
31 H 0.320
32 C 0.073
33 N -0.400
34 C -0.678
35 C -0.070
36 H 0.495
37 H 0.322
38 H 0.335

---

| no. | HOMO-LUMO gap (hartree) | total energy (a.u.) |
| --- | --- | --- |
| 1 | 0.326 | -288.61274 |
| 2 | 0.350 | -3418.58790 |